This record from the Open Molecules 2025 dataset describes a structure of composition C20H40NOP3SYb. The level of theory is ωB97M-V/def2-TZVPD.

Output
Charge: +3
E in Ha: -3495.9930
E_HOMO (alpha / beta) in Ha: -0.6049 / -0.6049
Multiplicity: 2

The geometry in XYZ format:
```
67
C20H40NOP3SYb, DFT ωB97M-V/def2-TZVPD
Yb 0.02177 -0.18455 0.40282
S -1.66745 -2.15351 3.79105
P 0.52806 -2.90913 -0.28492
P 2.73878 -0.02280 1.92051
P -2.88759 0.49841 0.37736
O -0.10460 1.59247 -1.86932
N -0.21328 -0.33057 2.67409
C -0.34317 1.66288 -3.27127
C 0.01834 -0.22948 4.05293
C -0.05250 0.63644 -5.45793
C -4.35813 -0.51141 0.80944
C -1.11072 2.70126 -3.82170
C 0.89604 3.98179 0.70699
C -3.41155 2.20606 0.80148
C 1.16978 -2.66561 -1.98068
C -0.68931 -1.13636 4.79850
C -1.36718 2.65217 -5.21028
C 3.19453 1.52561 2.80578
C -0.83375 1.64683 -6.02112
C 0.39364 4.04057 1.95249
C 3.28739 -1.24096 3.19036
C -0.92954 -3.96336 -0.66747
C -3.12519 0.51377 -1.44084
C 1.66765 -4.22936 0.28585
C 4.13561 -0.16152 0.74994
C -1.06143 -1.32695 2.40743
C 0.20652 0.63776 -4.07447
H -4.37478 -0.68247 1.89224
H -4.00231 2.66090 -0.00435
H 0.23496 3.92185 -0.17379
H 4.21035 1.83546 2.53035
H 4.36656 -1.14959 3.38059
H -4.15891 0.80268 -1.67892
H 1.33023 -4.55620 1.27597
H 2.48929 2.32442 2.54014
H 0.83223 1.25651 -1.78957
H 1.02980 4.05542 2.83813
H -5.29645 -0.04285 0.48678
H -0.64398 -1.24912 5.87505
H 0.73057 0.50417 4.43568
H -1.62605 -3.42005 -1.31864
H 2.00727 -1.95712 -1.97176
H -2.93233 -0.49680 -1.82824
H 0.38312 -0.15269 -6.06834
H -2.50688 2.81045 0.96936
H -1.00639 1.64663 -7.08833
H -1.99187 3.41180 -5.68671
H 1.51468 -3.61588 -2.40692
H 3.15126 1.36889 3.89509
H 2.68460 -3.82489 0.37005
H -4.26575 -1.49397 0.31764
H 3.06892 -2.25473 2.82398
H 1.66432 -5.08385 -0.40384
H -3.99922 2.20713 1.73544
H -2.41802 1.20314 -1.92861
H 0.36590 -2.23125 -2.59436
H 0.81981 -0.12596 -3.61901
H -1.49694 3.50910 -3.20637
H 2.73542 -1.09012 4.12748
H 1.96982 3.93630 0.49735
H -0.62473 -4.89852 -1.15156
H 4.12668 0.71117 0.08159
H -0.69210 4.02308 2.12348
H -1.42946 -1.61516 1.39817
H -1.43602 -4.18792 0.27998
H 3.98468 -1.06614 0.14465
H 5.09898 -0.22428 1.27316
```